(1)
This record from the Open Molecules 2025 dataset describes an isolated ion of composition C5H10N3 and charge +1 at a distorted geometry. The level of theory is wB97M-V/def2-TZVPD.

Last column: Löwdin charge in e.
CARTESIAN COORDINATES (ANGSTROEM)
C -0.3517 1.3104 0.2647  0.068
C -1.3829 0.2671 -0.0392  -0.199
C 0.6977 -0.6250 -0.2029  -0.242
C -2.8018 0.2891 0.1812  -0.033
C 1.8173 -1.5266 -0.4777  0.024
N 0.8064 0.6640 0.2486  -0.130
N -0.6029 -0.8670 -0.3991  0.180
N 1.9662 1.3768 0.3116  0.119
H -0.4810 2.3031 0.2690  0.100
H -2.9242 0.5626 1.2509  0.113
H -3.2033 0.9988 -0.6171  0.127
H -3.1631 -0.7410 -0.1217  0.112
H 2.5154 -1.7890 0.3342  0.109
H 1.2876 -2.5202 -0.5562  0.112
H 2.3506 -1.3869 -1.3655  0.078
H -0.9223 -1.8075 -0.6239  0.187
H 2.5846 1.1049 1.1295  0.153
H 1.8073 2.3864 0.4136  0.122

- SMILES: Cc1cn(N)c(C)[nH+]1
- Gap between HOMO and LUMO: 10.11 eV
- 2S+1: 1
- Charge: +1

=====

(2)
This record from the Open Molecules 2025 dataset describes C21H42AsInN2 as an isolated structure. The level of theory is wB97M-V/def2-TZVPD.

Last column: Löwdin charge in e.
CARTESIAN COORDINATES (ANGSTROEM)
In -0.2244 -0.1246 -0.5466  0.870
C -3.0201 1.8824 1.0387  -0.117
N -2.7918 1.2249 -0.2394  -0.282
C -2.7020 2.2696 -1.2670  -0.110
C -3.8758 0.2982 -0.5482  -0.202
C -3.4689 -0.7043 -1.6110  -0.195
N -2.3716 -1.5801 -1.1760  -0.318
C -1.9079 -2.3628 -2.3173  -0.098
C -2.8364 -2.4838 -0.1216  -0.089
H -3.9472 2.4773 1.0251  0.096
H -2.1832 2.5478 1.2445  0.067
H -3.0966 1.1437 1.8373  0.070
H -3.6262 2.8665 -1.2775  0.093
H -2.5544 1.8337 -2.2524  0.076
H -1.8348 2.8941 -1.0640  0.070
H -4.7737 0.8408 -0.8858  0.131
H -4.1628 -0.2267 0.3631  0.110
H -3.1485 -0.1862 -2.5147  0.115
H -4.3454 -1.3127 -1.8852  0.129
H -2.7024 -3.0140 -2.7084  0.099
H -1.0680 -2.9877 -2.0143  0.070
H -1.5744 -1.6926 -3.1093  0.090
H -3.7813 -2.9662 -0.4114  0.100
H -2.9877 -1.9511 0.8139  0.087
H -2.0995 -3.2661 0.0548  0.075
C 2.2131 2.9954 -2.4381  -0.089
C 1.9232 1.6011 -1.8587  -0.763
C 2.3977 0.5552 -2.8787  -0.084
C 2.7487 1.4376 -0.5789  -0.091
C 0.4357 1.5604 -1.5262  -0.276
H 3.2696 3.1070 -2.6986  0.076
H 1.9466 3.7703 -1.7174  0.075
H 1.6235 3.1618 -3.3434  0.076
H 3.4550 0.6876 -3.1355  0.077
H 1.8116 0.6294 -3.7980  0.077
H 2.2700 -0.4567 -2.4820  0.053
H 3.8198 1.5507 -0.7723  0.085
H 2.6086 0.4424 -0.1408  0.045
H 2.4446 2.1824 0.1605  0.074
H -0.1728 1.7450 -2.4187  -0.027
C 0.3762 -1.9303 0.6065  -0.232
C 1.7696 -2.3029 0.2237  -0.342
C 2.0164 -2.9970 -0.9648  -0.070
C 3.3063 -3.2949 -1.3730  -0.090
C 4.3922 -2.9015 -0.6037  -0.099
C 4.1668 -2.2182 0.5818  -0.084
C 2.8740 -1.9231 0.9880  -0.069
H 0.2760 -1.7657 1.6810  0.019
H -0.3035 -2.7434 0.3418  0.016
H 1.1795 -3.3080 -1.5807  0.097
H 3.4644 -3.8293 -2.3016  0.102
H 5.4012 -3.1246 -0.9245  0.097
H 5.0035 -1.9081 1.1955  0.102
H 2.7172 -1.3830 1.9144  0.082
C 1.6804 0.5322 3.6151  -0.326
As -0.0472 0.9784 2.8073  1.043
C -1.1678 0.1381 4.1851  -0.325
C -0.1534 2.8230 3.4585  -0.324
H 1.7255 0.9073 4.6379  0.025
H 2.4860 0.9716 3.0281  0.023
H 1.8054 -0.5501 3.6288  0.008
H -0.8370 0.4248 5.1840  0.024
H -1.1077 -0.9458 4.0869  0.016
H -2.2068 0.4411 4.0560  0.007
H 0.1520 2.8752 4.5038  0.023
H -1.1754 3.1886 3.3676  0.011
H 0.4965 3.4559 2.8558  0.023

- Gap between HOMO and LUMO: 6.06 eV
- 2S+1: 1

=====

(3)
This record from the Open Molecules 2025 dataset describes one molecule with the formula C24H30N2O4. The level of theory is wB97M-V/def2-TZVPD.

Last column: Löwdin charge in e.
CARTESIAN COORDINATES (ANGSTROEM)
C 2.5304 -1.9277 1.6559  -0.075
H 3.2254 -2.7351 1.4034  0.097
O 1.2999 -2.0788 0.9928  -0.097
C 1.2811 -2.0125 -0.3685  -0.215
C 2.3874 -1.8418 -1.1819  0.002
C 2.2456 -1.7679 -2.5594  -0.035
C 0.9989 -1.8625 -3.1483  -0.242
C -0.1181 -2.0439 -2.3357  0.014
C 0.0037 -2.1219 -0.9600  -0.213
O -1.0326 -2.2750 -0.0837  -0.085
C -2.3262 -2.4553 -0.5967  -0.080
H -2.9699 -2.5920 0.2710  0.097
H -2.3882 -3.3415 -1.2370  0.099
H -2.6673 -1.5789 -1.1600  0.087
H -1.0909 -2.1248 -2.7968  0.111
C 0.8394 -1.7072 -4.6359  -0.129
H 1.5447 -2.3518 -5.1631  0.118
H -0.1719 -1.9927 -4.9341  0.110
C 1.1055 -0.2537 -5.0589  -0.167
N 0.3005 0.6743 -4.2979  0.072
C 0.8340 1.4872 -3.3582  -0.469
O 2.0262 1.6312 -3.2036  0.077
C -0.2083 2.1888 -2.4912  -0.178
H -1.1068 2.4012 -3.0763  0.147
C 0.3218 3.4603 -1.8314  -0.024
C -0.2356 3.4354 -0.4175  -0.454
O -0.2435 4.3470 0.3778  0.070
N -0.7428 2.2004 -0.1977  -0.053
C -1.2034 1.7432 1.0877  -0.120
H -1.5145 2.6278 1.6485  0.128
H -2.0689 1.0884 0.9414  0.133
C -0.1112 0.9919 1.8653  -0.114
C -0.6602 0.4539 3.1538  -0.235
C -1.0335 -0.8789 3.2568  -0.028
C -1.5645 -1.3699 4.4370  -0.042
C -1.7396 -0.5442 5.5383  -0.289
C -1.3666 0.7911 5.4297  -0.046
C -0.8350 1.2845 4.2540  -0.033
H -0.5465 2.3239 4.1879  0.117
H -1.4940 1.4478 6.2789  0.112
C -2.3090 -1.0662 6.8235  -0.057
H -3.1899 -0.4932 7.1107  0.079
H -2.5897 -2.1123 6.7293  0.071
H -1.5779 -0.9747 7.6264  0.080
H -1.8451 -2.4122 4.5021  0.107
H -0.8937 -1.5367 2.4113  0.098
H 0.2539 0.1632 1.2592  0.094
H 0.7122 1.6833 2.0571  0.130
C -0.5504 1.2836 -1.2914  -0.089
H 0.2777 0.5918 -1.0871  0.127
H -1.4576 0.6931 -1.4549  0.127
H 1.4133 3.4172 -1.7750  0.130
H 0.0425 4.3742 -2.3516  0.129
H -0.6978 0.5395 -4.3242  0.144
H 2.1445 0.0156 -4.8606  0.117
H 0.8988 -0.1293 -6.1267  0.119
H 3.1226 -1.6271 -3.1713  0.121
H 3.3723 -1.7588 -0.7523  0.109
H 2.2943 -1.9701 2.7180  0.097
H 2.9948 -0.9628 1.4279  0.100

- SMILES: COc1ccc(CCNC(=O)[C@@H]2CC(=O)N(CCc3ccc(C)cc3)C2)cc1OC
- Gap between HOMO and LUMO: 8.65 eV
- 2S+1: 1

=====

(4)
This record from the Open Molecules 2025 dataset describes a 2-piece molecular cluster, C13H28N3O3 overall at a distorted geometry. The level of theory is wB97M-V/def2-TZVPD.

Last column: Löwdin charge in e.
CARTESIAN COORDINATES (ANGSTROEM)
C -1.2781 2.1631 2.4181  -0.126
O -0.7709 0.9293 2.8452  -0.178
C -0.5525 -0.0044 1.7870  -0.235
C -0.2586 -1.3622 2.4151  -0.156
C 0.6974 -2.2312 1.5939  -0.186
C 0.0417 -3.1511 0.5621  -0.204
C -1.0469 -2.5628 -0.3367  -0.213
C -0.5231 -1.4442 -1.2531  -0.191
C -1.6749 -0.5647 -1.7242  -0.147
N -1.3262 0.7060 -2.4413  -0.026
C -2.3871 1.7366 -2.4179  -0.147
C -1.5519 3.0157 -2.3044  -0.162
N -0.4560 2.6258 -1.4045  0.090
C -0.1843 1.3573 -1.9898  -0.377
N 1.0014 0.9001 -2.1010  0.259
H -2.0427 2.4985 3.1224  0.081
H -1.7401 2.0990 1.4229  0.057
H -0.4877 2.9196 2.3776  0.096
H -1.4780 -0.0247 1.1896  0.100
H 0.3101 0.3374 1.1981  0.101
H -1.1900 -1.8803 2.6653  0.111
H 0.2402 -1.1179 3.3545  0.119
H 1.4077 -1.5777 1.0884  0.078
H 1.2916 -2.8623 2.2517  0.116
H -0.3388 -4.0688 1.0202  0.103
H 0.8513 -3.4711 -0.1036  0.116
H -1.3697 -3.3867 -0.9831  0.105
H -1.9359 -2.2388 0.2137  0.101
H 0.2548 -0.9137 -0.7105  0.087
H -0.0640 -1.9217 -2.1207  0.120
H -2.2420 -1.1692 -2.4361  0.123
H -2.3508 -0.3156 -0.9024  0.100
H -3.0885 1.5951 -1.5922  0.116
H -2.9239 1.7625 -3.3669  0.114
H -2.0791 3.9077 -1.9896  0.121
H -1.0849 3.1157 -3.2868  0.121
H -0.8155 2.4188 -0.4693  0.107
H 1.6688 1.0942 -1.2315  0.111
H 1.2854 0.3105 -2.8650  0.138
O 4.2937 -1.3888 1.5507  -0.382
C 3.9946 -0.4944 0.5985  -0.588
C 3.0750 0.6829 1.0511  -0.469
O 2.7325 1.5830 0.0602  -0.373
H 3.4146 -0.9219 -0.3048  0.057
H 4.8761 0.0169 0.1182  0.072
H 3.5937 1.1454 1.9146  0.089
H 2.2114 0.1534 1.5162  0.049

- Gap between HOMO and LUMO: 3.47 eV
- 2S+1: 1
- Charge: -1